The following is a quantum chemistry calculation of C4H12N2P as an isolated structure at a distorted geometry, from the Open Molecules 2025 dataset.

Structure (XYZ):
```
19
Properties=species:S:1:pos:R:3:nbo_charge:R:1
C 0.52 -1.48 -2.86 -0.919
C 0.17 1.05 0.91 0.463
C 0.40 2.41 1.47 -0.714
C -1.21 0.45 0.89 -0.745
N 0.22 -1.95 -0.14 -1.262
N 1.12 0.19 0.62 -0.649
P 0.03 -2.54 -1.66 1.375
H 0.34 -1.81 -3.93 0.286
H 0.99 -0.47 -2.53 0.288
H -0.06 3.17 0.77 0.274
H 1.44 2.70 1.65 0.249
H -0.05 2.53 2.57 0.281
H -2.20 1.01 0.98 0.269
H -1.34 -0.27 1.73 0.269
H -1.36 -0.29 0.05 0.274
H 0.02 -2.54 0.68 0.415
H 2.08 0.40 0.83 0.404
H 0.83 -0.85 0.30 0.429
H -0.50 -3.71 -1.80 0.012
```

As for the charge: +1. The calculation puts the energy at -610.12401 Eh. Its spin multiplicity is 1.

---

The following is a quantum chemistry calculation of the molecule C4H10N2 at a distorted geometry, from the Open Molecules 2025 dataset.

Structure (XYZ):
```
16
Properties=species:S:1:pos:R:3:nbo_charge:R:1
C 1.24 -0.21 -2.63 -0.629
C 1.21 -0.61 -1.19 -0.358
C -0.12 0.15 -0.35 -0.291
N -1.23 1.30 1.85 -0.634
C -0.78 0.01 1.97 -0.177
N -0.35 -0.70 0.70 -0.154
H 1.20 0.87 -2.73 0.209
H 0.29 -0.54 -3.07 0.208
H 2.05 -0.57 -3.25 0.226
H 2.00 -0.41 -0.48 0.207
H 0.98 -1.67 -1.02 0.211
H 0.26 1.14 -0.05 0.206
H -0.85 0.15 -1.15 0.241
H -1.51 -0.70 2.38 0.254
H -2.24 1.28 1.68 0.315
H 0.16 0.02 2.55 0.166
```

The calculation puts the energy at -267.69034 Eh. Its spin multiplicity is 1.

---

The following is a quantum chemistry calculation of C17H40O13V as an isolated structure at a distorted geometry, from the Open Molecules 2025 dataset.

Structure (XYZ):
```
71
Properties=species:S:1:pos:R:3:mulliken_charge:R:1
O -0.90 0.51 -0.48 -0.556
V -0.87 0.06 1.12 1.361
O 0.38 0.73 1.92 -0.671
C -0.58 -2.57 1.82 1.154
O -1.33 -3.56 1.90 -0.869
O 0.09 -2.07 0.94 -0.711
O -0.90 -1.74 2.62 -0.848
C -3.68 0.35 1.59 1.043
O -2.75 1.14 1.85 -0.931
O -4.62 -0.07 2.27 -0.831
O -3.19 -0.49 0.82 -0.797
C -3.36 0.63 -3.02 -1.091
C -4.58 0.41 -2.10 1.276
C -5.85 0.68 -2.81 -1.641
O -4.50 -0.91 -1.58 -0.623
H -3.53 1.55 -3.57 0.357
H -3.35 -0.16 -3.77 0.419
H -2.52 0.74 -2.33 -0.085
H -4.53 1.05 -1.22 -0.062
H -6.16 1.72 -2.64 0.321
H -6.68 0.05 -2.50 0.386
H -5.72 0.60 -3.89 0.340
H -3.91 -0.89 -0.81 0.399
C 3.13 -0.84 -5.04 -1.432
C 2.53 -1.18 -3.66 1.538
C 1.30 -0.39 -3.30 -1.468
O 2.27 -2.58 -3.72 -0.624
H 2.70 0.12 -5.35 0.303
H 2.76 -1.51 -5.81 0.323
H 4.21 -0.79 -4.95 0.351
H 3.27 -1.12 -2.86 -0.374
H 0.50 -0.69 -3.98 0.430
H 1.37 0.70 -3.31 0.376
H 0.89 -0.59 -2.31 0.149
H 1.61 -2.72 -3.04 0.332
C 2.36 -0.70 4.86 -1.141
C 1.87 -2.15 4.72 1.199
C 2.50 -3.07 5.78 -1.679
O 0.48 -2.25 5.01 -0.640
H 3.31 -0.52 4.36 0.204
H 2.38 -0.45 5.92 0.367
H 1.58 -0.09 4.40 0.277
H 1.98 -2.55 3.71 -0.046
H 3.54 -3.24 5.51 0.364
H 1.94 -4.00 5.81 0.385
H 2.54 -2.64 6.78 0.348
H 0.04 -2.00 4.19 0.360
C 2.94 -0.18 0.26 -1.229
C 3.76 -1.49 0.21 1.080
C 5.28 -1.21 0.54 -1.510
O 3.22 -2.27 1.34 -0.583
H 2.04 -0.56 -0.22 0.085
H 3.37 0.60 -0.36 0.449
H 2.64 0.27 1.21 0.291
H 3.68 -1.93 -0.78 0.037
H 5.59 -0.82 -0.42 0.365
H 5.76 -2.16 0.78 0.339
H 5.49 -0.47 1.31 0.308
H 2.30 -2.00 1.36 0.221
C -2.64 4.88 -1.39 -1.796
C -2.21 3.75 -0.52 1.808
C -0.89 4.05 0.26 -1.264
O -3.30 3.57 0.39 -0.683
H -1.99 4.92 -2.27 0.389
H -2.55 5.84 -0.89 0.392
H -3.67 4.76 -1.73 0.381
H -2.12 2.84 -1.12 -0.493
H -1.02 4.96 0.85 0.384
H -0.08 4.11 -0.46 0.301
H -0.63 3.25 0.96 0.134
H -3.02 2.78 0.85 0.353
```

As for the charge: -3. The calculation puts the energy at -2593.75239 Eh. Its spin multiplicity is 1.

---

> energy of number 2 (C4H10N2)?

-267.69034 Eh